1.
Below is an isolated ion of composition C19H22NS2 and charge +1, with properties calculated with wB97M-V/def2-TZVPD.

```
44
Properties=species:S:1:pos:R:3:forces:R:3
S 2.142 -2.789 1.629 -0.11 0.41 0.48
S -0.492 -3.491 0.445 -0.57 0.13 0.35
N 1.786 -4.626 -0.173 0.76 -1.95 0.48
C 4.323 -4.781 1.299 0.32 0.19 -0.42
C 1.580 -2.317 -1.001 -0.25 0.05 0.29
C 3.144 -4.727 -0.925 -0.79 0.01 -0.13
C 6.001 -3.137 1.883 -0.24 -0.24 -0.25
C 5.999 -2.678 0.563 0.18 -0.02 0.01
C 3.148 -6.191 -1.370 0.54 -0.40 -0.22
C 4.234 -4.240 -0.002 0.64 -0.43 0.57
C 5.136 -3.241 -0.379 -0.44 0.01 -0.02
C 1.403 -1.667 -3.317 -0.35 -0.21 0.30
C 2.470 -0.781 -3.148 0.10 -0.10 0.02
C 3.063 -0.638 -1.894 -0.41 0.02 0.01
C 0.946 -2.437 -2.235 0.37 0.21 -0.49
C -0.568 -2.832 2.118 -0.74 0.72 0.07
C 0.820 -5.680 -0.644 -0.10 -0.47 -0.67
C 5.169 -4.206 2.245 0.04 -0.20 -0.16
C 1.712 -6.738 -1.293 -0.27 -0.56 -0.13
C 0.790 -2.697 2.782 -0.14 -0.29 0.74
C 2.563 -1.353 -0.804 0.61 0.28 -0.33
C 1.263 -3.297 0.130 -0.28 2.31 -0.15
H 3.833 -6.795 -0.759 -0.18 0.26 -0.08
H 2.008 -4.925 0.785 0.23 -0.26 -0.23
H 3.028 -4.061 -1.784 0.14 -0.11 0.13
H 3.516 -6.250 -2.402 0.02 0.03 0.34
H 0.863 -1.731 3.287 -0.04 -0.20 0.05
H 0.098 -3.118 -2.349 0.30 0.20 -0.11
H 0.110 -5.270 -1.380 0.37 0.05 0.44
H -1.042 -1.848 2.002 0.12 -0.29 0.35
H 5.126 -2.886 -1.414 -0.01 0.01 0.43
H 3.698 -5.644 1.568 0.24 0.37 0.07
H 3.911 0.030 -1.747 -0.32 -0.01 -0.07
H 6.674 -1.870 0.257 -0.27 -0.39 0.17
H 0.252 -6.052 0.232 0.42 0.31 -0.71
H 5.165 -4.583 3.272 0.11 0.10 -0.40
H 0.967 -3.500 3.510 -0.27 0.30 -0.05
H 2.828 -0.187 -3.991 -0.10 -0.25 0.22
H 1.657 -7.663 -0.700 0.17 0.26 -0.33
H 6.667 -2.697 2.623 -0.18 -0.04 -0.19
H 0.908 -1.767 -4.284 0.18 0.10 0.27
H 1.332 -6.967 -2.299 0.11 -0.01 0.39
H 2.966 -1.170 0.201 -0.06 -0.14 -0.82
H -1.226 -3.479 2.713 0.13 0.23 -0.25
```
Forces are in eV/Å.

- Charge: +1
- SMILES string: c1ccc([C@H]2CCC[N@@H+]2C2(c3ccccc3)SCCS2)cc1
- LUMO: -2.6 eV
- Max |F|: 2.33 eV/A
- DFT total energy: -1588.08031 a.u.
- E_HOMO: -11.87 eV


2.
Below is C19H23AsNOZr as an isolated structure, with properties calculated with wB97M-V/def2-TZVPD.

```
46
Properties=species:S:1:pos:R:3:forces:R:3
Zr -0.042 0.831 -0.140 0.22 0.66 -3.59
As -2.491 1.043 1.737 1.39 -1.06 -1.96
O -1.459 -0.139 0.866 -3.05 0.75 1.65
N -0.682 -0.957 -1.599 -0.13 -0.93 -0.67
C -6.464 1.056 0.453 0.17 -0.15 0.09
C -6.073 -1.076 1.536 0.18 0.04 -0.04
C -4.748 -0.713 1.799 -0.40 0.15 -0.20
C -2.207 2.724 0.824 -0.74 0.41 0.31
C -1.065 2.089 5.499 0.07 -0.22 -0.14
C -1.370 0.963 6.274 -0.12 0.06 -0.33
C -2.100 -0.220 4.281 -0.19 0.33 0.29
C -0.920 4.021 -0.811 -0.88 0.48 0.30
C -1.867 0.942 3.535 -0.06 0.19 0.50
C -6.927 -0.206 0.846 0.43 0.19 0.06
C 1.950 -0.331 0.556 -0.27 0.52 1.15
C -1.281 2.070 4.117 -0.24 -0.09 0.20
C -1.874 -0.193 5.663 0.20 0.06 -0.21
C -1.615 2.799 -0.484 1.30 0.08 0.19
C -1.898 5.106 1.153 -0.42 -0.22 0.21
C -1.101 5.147 -0.003 0.33 -0.24 -0.36
C -4.285 0.536 1.368 -0.72 -0.10 0.53
C -2.441 3.887 1.570 0.62 0.23 -0.28
C -5.147 1.441 0.728 0.07 -0.36 0.09
H -0.622 6.099 -0.265 -0.09 -0.53 0.05
H 0.949 -0.177 1.187 2.10 -0.82 -0.46
H -2.066 6.008 1.748 0.06 -0.35 -0.30
H 2.737 0.116 1.168 0.04 -0.10 -0.13
H -1.205 0.988 7.354 -0.10 -0.03 -0.41
H -2.461 -1.124 3.788 0.00 0.23 0.28
H 0.072 -1.474 -2.055 -0.22 0.15 0.08
H -3.017 3.832 2.495 0.27 0.03 -0.12
H -2.098 -1.074 6.265 0.13 0.23 -0.20
H -0.259 4.067 -1.688 -0.62 0.02 0.38
H -1.206 -1.654 -1.057 0.11 0.31 0.01
H -1.968 2.131 -1.307 0.44 -0.08 0.62
H -4.783 2.432 0.459 -0.14 -0.24 -0.05
H -1.307 -0.690 -2.363 0.07 0.06 0.07
H 2.128 -1.409 0.474 -0.20 0.32 -0.09
H -0.997 2.910 3.482 -0.16 -0.11 0.32
H -7.122 1.746 -0.073 0.14 -0.19 0.17
H 0.146 1.670 1.375 0.34 0.71 1.76
H -4.077 -1.381 2.339 -0.30 0.04 -0.21
H -6.437 -2.048 1.868 0.08 0.24 -0.10
H 2.007 0.126 -0.480 -0.03 -0.43 0.55
H -0.665 2.989 5.967 -0.02 -0.30 -0.12
H -7.952 -0.507 0.619 0.34 0.10 0.12
```
Forces are in eV/Å.

- Charge: +1
- LUMO (spin up / spin down): -3.0 / -3.0 eV
- Max |F|: 3.66 eV/A
- DFT total energy: -3150.19747 a.u.
- E_HOMO (spin up / spin down): -7.50 / -7.43 eV


3.
Below is C19H23BIIrN3O4S as an isolated structure, with properties calculated with wB97M-V/def2-TZVPD.

```
53
Properties=species:S:1:pos:R:3:forces:R:3
Ir 0.143 -0.224 0.130 -0.41 -0.41 -0.19
I -0.532 -0.390 -2.599 0.13 0.03 -0.17
S 2.022 2.527 0.636 0.30 -0.15 -0.07
O 0.038 -2.670 -0.515 0.05 -0.01 -0.06
O -0.898 2.421 -1.548 0.00 0.01 -0.02
O 3.329 2.149 -0.056 0.22 -0.36 0.33
O 2.080 2.297 2.041 -0.10 0.07 0.00
N 1.000 -4.282 -1.744 -0.02 0.03 0.00
N 2.127 -0.888 0.684 -0.58 0.16 0.02
N 0.786 1.828 -0.106 -0.09 0.20 -0.08
C -0.996 2.383 3.209 0.00 0.00 0.01
C 3.261 -0.668 0.808 0.24 -0.19 0.00
C -1.164 -2.497 2.142 -0.06 -0.03 -0.02
C -0.916 -0.007 2.417 0.01 0.11 0.23
C -2.790 0.508 0.417 -0.05 0.22 0.04
C 1.942 6.476 -0.232 -0.01 0.01 0.00
C 0.069 -2.399 -2.922 -0.02 -0.04 0.08
C 0.603 4.116 -0.737 0.03 0.07 -0.03
C 0.824 6.456 -1.063 0.00 0.02 0.00
C 0.140 5.276 -1.329 -0.02 -0.01 0.00
C -2.331 -0.797 0.637 0.15 0.00 -0.21
C 0.371 -3.107 -1.611 0.02 0.02 -0.02
C -1.444 -1.093 1.684 0.46 -0.07 0.34
C 2.416 5.311 0.360 0.03 -0.01 0.02
C 1.716 4.156 0.082 -0.02 -0.03 0.06
C 0.056 2.737 -0.873 0.13 -0.10 0.03
C -3.717 0.817 -0.721 -0.02 0.00 -0.01
C -1.434 1.290 2.281 0.01 -0.06 -0.06
C -2.374 1.522 1.281 -0.05 -0.07 -0.05
B 4.703 -0.237 0.878 0.13 0.12 0.07
H 1.277 -4.646 -2.639 0.00 0.00 -0.01
H 0.486 7.381 -1.512 0.00 -0.01 0.00
H -0.124 -2.613 2.444 0.00 0.00 -0.01
H -1.384 -3.224 1.366 0.00 0.01 0.00
H -3.244 1.528 -1.403 -0.02 -0.02 0.02
H 5.345 -0.360 -0.116 0.04 -0.02 0.04
H 1.224 -4.808 -0.915 0.00 0.00 0.01
H -1.796 -2.709 3.007 0.01 0.00 0.00
H -2.773 2.521 1.143 0.02 0.00 0.01
H -1.466 2.254 4.185 -0.02 0.00 -0.01
H -3.979 -0.079 -1.281 0.00 0.00 0.02
H 0.082 2.361 3.360 0.01 0.01 0.00
H 5.116 0.145 1.925 0.04 -0.05 -0.01
H -0.725 5.253 -1.979 0.01 -0.01 0.01
H 3.869 1.304 0.414 -0.44 0.54 -0.43
H -1.284 3.363 2.830 0.02 0.00 0.00
H -0.756 -2.906 -3.418 0.00 0.02 -0.01
H -0.160 -0.205 3.169 -0.12 -0.02 0.11
H 2.450 7.413 -0.047 0.00 -0.02 0.00
H -2.697 -1.608 0.017 -0.02 0.01 0.02
H 3.285 5.311 1.004 -0.01 0.01 -0.01
H -4.637 1.274 -0.355 0.01 0.00 0.00
H 0.932 -2.397 -3.583 0.01 0.04 0.01
```
Forces are in eV/Å.

- Charge: +1
- LUMO (spin up / spin down): -3.1 / -4.2 eV
- Max |F|: 0.82 eV/A
- DFT total energy: -2027.78254 a.u.
- Expectation value of S²: 6.02
- Spin multiplicity: 5
- E_HOMO (spin up / spin down): -9.39 / -11.77 eV


4.
Below is a 3-piece molecular cluster, C19H23BN4O5 overall, with properties calculated with wB97M-V/def2-TZVPD.

```
52
Properties=species:S:1:pos:R:3:forces:R:3
O 2.342 0.810 -2.776 -1.55 0.44 0.64
O -4.626 3.678 -2.156 0.96 -0.51 -0.15
O -2.873 3.241 -0.539 0.06 -0.64 -1.03
O -4.041 1.397 -1.586 0.42 0.50 -0.26
O 2.126 -1.149 -1.805 0.92 -2.77 0.15
N -3.668 1.124 -3.812 0.59 -0.24 -0.72
N -2.836 0.766 -4.775 -0.55 0.28 0.94
N -2.038 0.514 -2.173 0.69 -0.30 -0.67
N -1.209 0.154 -3.136 -0.79 0.33 0.71
C 0.884 1.830 -4.532 0.51 -0.28 0.26
C -0.904 0.629 1.462 0.06 0.03 -0.06
C -3.201 0.990 -2.582 -1.29 0.07 1.42
C 0.365 0.994 3.473 0.04 0.01 0.01
C 0.781 0.414 -5.147 -0.45 -0.11 -0.61
C 2.472 -2.295 4.183 0.01 0.03 0.00
C 1.344 -2.715 4.874 -0.02 -0.04 0.02
C 0.207 1.161 2.104 -0.02 -0.04 -0.01
C 3.729 -4.117 5.125 -0.01 0.00 0.00
C -1.705 -0.228 3.560 0.00 0.00 0.00
C 1.430 1.873 -3.080 0.33 1.41 -0.49
C -0.665 -0.050 -5.473 0.26 -0.06 0.54
C 1.406 -3.840 5.686 0.02 0.00 0.01
C 1.819 -0.027 -1.827 -0.17 1.25 -0.15
C -0.590 0.297 4.201 -0.03 0.04 0.01
C -1.861 -0.064 2.190 -0.01 -0.02 0.01
C 2.599 -4.540 5.813 0.00 0.00 0.00
C -1.651 0.321 -4.375 1.39 -0.59 -2.01
C 3.664 -2.997 4.307 0.01 0.00 0.01
B -3.844 2.793 -1.424 -0.60 0.36 0.65
H -0.674 -1.148 -5.529 0.01 0.23 -0.20
H 0.952 1.707 1.537 0.00 -0.01 0.02
H 1.316 0.445 -6.105 -0.08 -0.18 0.24
H -0.975 0.346 -6.444 -0.28 -0.01 0.31
H -0.466 0.163 5.268 0.00 0.03 -0.01
H 0.593 1.954 -2.375 0.29 -0.51 0.06
H 2.421 -1.420 3.546 -0.03 -0.02 0.01
H -2.453 -0.767 4.129 0.02 0.00 -0.01
H 0.524 -4.172 6.220 0.02 0.01 -0.01
H 4.660 -4.661 5.226 -0.02 0.00 -0.01
H -0.077 2.369 -4.523 0.16 -0.25 -0.11
H 4.543 -2.670 3.766 -0.02 -0.01 0.01
H 1.232 1.407 3.974 -0.02 -0.01 0.00
H -2.183 3.650 -1.083 -0.06 0.42 0.65
H 1.549 2.431 -5.165 -0.10 -0.14 0.17
H -2.728 -0.475 1.689 0.02 0.02 -0.01
H 1.995 2.812 -2.972 -0.12 -0.26 0.03
H 2.648 -5.416 6.448 0.00 0.01 -0.01
H 1.266 -0.372 -4.561 0.03 0.47 0.17
H -1.027 0.754 0.392 -0.07 0.00 0.02
H 0.417 -2.166 4.779 0.02 -0.02 -0.04
H -4.109 3.917 -2.942 -0.62 0.29 -0.02
H 1.122 0.351 -1.057 0.06 0.76 -0.48
```
Forces are in eV/Å.

- Charge: 0
- SMILES string: O=COCCCCc1nnc(OB(O)O)nn1.c1ccccc1.c1ccccc1
- LUMO: -1.6 eV
- Max |F|: 2.92 eV/A
- DFT total energy: -1357.89713 a.u.
- E_HOMO: -9.18 eV


5.
Below is C19H23BrFeN2O4S as an isolated structure, with properties calculated with wB97M-V/def2-TZVPD.

```
51
Properties=species:S:1:pos:R:3:forces:R:3
Br -2.878 2.410 1.065 0.05 0.00 0.01
Fe 0.424 0.800 -0.278 0.68 0.12 0.15
S 1.674 -0.472 -3.375 -0.07 0.13 0.27
O 2.059 -0.947 3.083 0.02 -0.01 -0.06
O -1.533 0.427 -1.165 -0.12 0.16 -0.21
O 1.423 -0.486 0.977 -0.08 -0.12 -0.12
O 1.073 0.122 -2.022 -0.06 -0.21 -0.24
N 1.024 2.450 -0.125 -0.11 0.11 -0.02
N -0.637 0.989 1.881 -0.04 -0.11 -0.12
C -2.680 -1.377 -2.900 -0.02 -0.03 -0.04
C -2.076 -0.208 -3.356 0.05 0.14 0.18
C 1.752 4.487 -1.232 0.05 0.04 -0.01
C -3.146 -2.318 -3.802 0.02 0.03 0.00
C -1.722 2.194 3.633 0.04 -0.03 0.02
C -1.930 0.005 -4.722 0.00 -0.03 -0.05
C 1.362 -0.394 2.237 -0.09 0.07 0.16
C -1.549 0.765 -2.346 -0.04 -0.30 0.05
C 2.100 3.380 -0.225 -0.20 -0.04 0.05
C -1.591 1.778 2.318 -0.02 0.09 0.04
C 0.257 0.532 2.766 0.02 -0.05 0.00
C -0.788 1.726 4.544 -0.01 0.02 -0.02
C -2.386 -0.943 -5.627 0.01 0.00 0.05
C -1.071 2.106 -2.800 0.00 0.04 0.00
C 1.313 -2.223 -3.202 -0.04 0.00 -0.05
C 2.358 4.016 1.151 0.04 0.03 0.00
C -2.995 -2.101 -5.167 0.00 -0.03 -0.01
C 3.372 2.656 -0.690 0.02 -0.02 0.00
C 0.211 0.873 4.109 -0.04 0.00 -0.07
H 0.964 0.456 4.761 0.01 0.01 0.01
H -3.614 -3.225 -3.443 0.00 0.00 -0.01
H 2.630 3.240 1.868 -0.01 -0.02 0.01
H 2.546 5.238 -1.301 0.01 0.01 0.00
H 4.231 3.335 -0.710 0.03 0.01 -0.03
H 3.165 4.755 1.109 0.01 0.01 0.01
H 0.826 4.982 -0.933 -0.01 0.01 0.01
H -1.435 0.895 -5.084 0.02 0.01 0.02
H -0.105 1.971 -3.293 -0.03 -0.02 -0.03
H -2.524 2.859 3.917 0.00 0.00 0.01
H 3.590 1.826 -0.016 0.01 0.02 0.03
H -2.250 -0.784 -6.689 -0.01 0.00 0.00
H -3.344 -2.845 -5.873 -0.01 0.00 0.00
H 1.606 4.049 -2.222 -0.02 -0.01 -0.01
H 1.450 4.507 1.508 -0.02 0.00 0.00
H -2.764 -1.532 -1.832 0.01 0.01 0.00
H 3.223 2.236 -1.686 -0.02 0.00 0.00
H 0.252 -2.360 -2.986 -0.04 -0.02 -0.03
H -0.911 2.748 -1.936 0.02 -0.03 0.02
H 1.550 -2.702 -4.155 0.02 -0.02 0.00
H -1.776 2.550 -3.505 -0.03 0.01 -0.01
H -0.845 2.031 5.582 -0.01 -0.01 0.00
H 1.904 -2.674 -2.405 0.01 0.02 0.02
```
Forces are in eV/Å.

- Charge: -1
- LUMO (spin up / spin down): 2.5 / 2.4 eV
- Max |F|: 0.71 eV/A
- DFT total energy: -5384.24509 a.u.
- Expectation value of S²: 8.78
- Spin multiplicity: 6
- E_HOMO (spin up / spin down): -3.67 / -3.71 eV